Record 1
# C13H37N3O4

A 4-piece molecular cluster, C13H37N3O4 overall in a non-equilibrium geometry (wB97M-V/def2-TZVPD, OMol25).

Output
HOMO-LUMO gap ... 9.44 eV
Charge ... 0
Strongest force on any atom ... 0.0455 hartree/bohr
Energy relative to the best compared isomer or geometry (same formula, charge and spin) ... 5.1 kcal/mol
SMILES ... COC[C@H](C)N.COC[C@H](C)N.COC[C@H](C)N.CO

XYZ file:
```
57
Properties=species:S:1:pos:R:3:lowdin_charge:R:1
C 0.419 -3.056 3.624 -0.1300
O -0.881 -2.736 3.198 -0.1849
C -1.126 -3.245 1.869 -0.1950
C -2.532 -2.818 1.499 -0.4022
C -2.937 -3.658 0.236 -0.0646
N -2.575 -1.379 1.200 0.0484
H 1.232 -2.524 3.113 0.0778
H 0.651 -4.119 3.468 0.0842
H 0.478 -2.832 4.687 0.0870
H -0.377 -2.766 1.229 0.1023
H -0.951 -4.325 1.900 0.1266
H -3.252 -3.068 2.275 0.1335
H -2.120 -3.711 -0.486 0.0676
H -3.771 -3.208 -0.302 0.0648
H -3.193 -4.655 0.600 0.0728
H -1.795 -0.992 0.683 0.0433
H -3.384 -1.284 0.599 0.0547
C 2.617 1.314 -3.625 -0.1133
O 3.195 0.654 -2.527 -0.1721
C 2.234 0.042 -1.701 -0.2204
C 2.945 -0.742 -0.584 -0.4117
C 1.945 -1.665 0.107 -0.0837
N 3.498 0.111 0.462 0.0493
H 2.069 2.230 -3.375 0.0836
H 1.942 0.638 -4.161 0.0831
H 3.441 1.604 -4.277 0.0877
H 1.625 0.778 -1.166 0.0961
H 1.563 -0.611 -2.269 0.1079
H 3.681 -1.401 -1.049 0.1402
H 2.388 -2.457 0.710 0.0750
H 1.285 -2.191 -0.599 0.0673
H 1.210 -1.155 0.740 0.0638
H 2.753 0.672 0.861 0.0401
H 4.171 0.723 0.007 0.0728
C -2.663 3.512 -0.597 -0.1221
O -1.276 3.451 -0.399 -0.2161
C -0.826 3.947 0.860 -0.1911
C 0.482 3.194 1.200 -0.4126
C 1.547 3.315 0.111 -0.0544
N 0.220 1.767 1.373 0.0557
H -3.034 4.492 -0.277 0.0887
H -3.216 2.759 -0.014 0.0905
H -2.910 3.289 -1.635 0.0834
H -0.740 5.040 0.809 0.1239
H -1.602 3.773 1.616 0.1183
H 0.805 3.674 2.129 0.1363
H 2.381 2.723 0.483 0.0618
H 1.856 4.347 -0.051 0.0840
H 1.218 2.887 -0.833 0.0621
H -0.593 1.633 1.974 0.0807
H -0.117 1.408 0.479 0.0469
C -1.299 -0.883 -2.542 -0.1328
O -1.137 0.059 -1.463 -0.1474
H -2.355 -1.144 -2.638 0.0784
H -0.903 -0.512 -3.488 0.0768
H -0.726 -1.760 -2.245 0.0675
H -1.560 0.858 -1.802 0.0691
```

=====

Record 2
# C13H37N9O8P2S2Ta

C13H37N9O8P2S2Ta as an isolated structure in a non-equilibrium geometry (wB97M-V/def2-TZVPD, OMol25).

Output
HOMO-LUMO gap ... 6.32 eV
Charge ... -1
Strongest force on any atom ... 0.0335 hartree/bohr
Energy relative to the best compared isomer or geometry (same formula, charge and spin) ... 0.0 kcal/mol

XYZ file:
```
72
Properties=species:S:1:pos:R:3:lowdin_charge:R:1
C 1.661 -3.172 3.717 -0.4042
P -0.072 -3.132 3.120 0.6035
O -0.947 -3.598 4.479 -0.4593
Ta -0.702 -0.706 2.422 1.2085
C -1.096 1.505 2.456 -0.3954
C 0.011 2.524 2.137 -0.3385
C 1.356 2.329 2.836 -0.3268
C 2.263 3.546 2.641 -0.4457
S 2.111 4.792 3.976 0.9646
C 3.750 4.840 4.535 -0.7090
N 4.366 4.045 5.345 0.0587
N 5.670 4.510 5.460 0.0470
C 5.725 5.555 4.713 -0.2242
O 4.583 5.839 4.098 0.0257
C -2.339 -1.275 0.929 -0.4229
C -2.684 -2.760 0.715 -0.3282
C -1.548 -3.502 -0.024 -0.3279
S -1.944 -3.797 -1.701 0.5910
O -1.884 -2.560 -2.445 -0.3188
O -3.090 -4.645 -1.842 -0.2728
O -0.674 -4.666 -2.164 -0.1722
P 0.936 -0.847 0.321 0.4540
N 2.269 -1.729 0.537 -0.4394
H 2.122 -4.155 3.576 0.0117
H 1.687 -2.886 4.772 0.0238
H 2.220 -2.439 3.128 -0.0194
H -0.633 -4.457 4.780 0.0158
H 0.687 -0.334 3.586 -0.1077
H -1.926 -0.924 3.772 -0.1012
H -1.882 1.613 1.692 0.0348
H -1.542 1.771 3.423 0.0320
H 0.172 2.560 1.050 0.0920
H -0.342 3.534 2.408 0.0986
H 1.879 1.444 2.455 0.0713
H 1.201 2.132 3.903 0.0928
H 3.318 3.267 2.589 0.0804
H 2.011 4.065 1.713 0.0740
H 6.571 6.205 4.537 0.1290
H -2.149 -0.817 -0.057 0.0117
H -3.241 -0.772 1.314 0.0351
H -3.619 -2.866 0.146 0.0944
H -2.850 -3.286 1.662 0.0896
H -0.622 -2.926 -0.022 0.0148
H -1.330 -4.479 0.415 0.0943
H 0.063 -4.486 -1.559 0.0877
H 0.226 -1.222 -0.863 -0.0922
H 1.195 0.494 -0.066 -0.0731
H 3.111 -1.202 0.334 -0.0896
C -3.542 0.982 -2.088 -0.6600
O -2.418 1.390 -1.821 -0.0029
N -4.625 1.821 -2.040 0.1512
N -3.796 -0.303 -2.443 0.1753
H -5.560 1.523 -2.239 0.0867
H -4.454 2.772 -1.772 0.1020
H -3.026 -0.953 -2.494 0.0539
H -4.720 -0.634 -2.642 0.0982
C -0.327 3.845 -4.223 -0.6877
O -0.611 4.868 -3.620 0.0085
N -0.683 2.601 -3.813 0.1639
N 0.392 3.892 -5.399 0.1295
H -0.444 1.780 -4.336 0.0936
H -1.195 2.472 -2.952 0.0603
H 0.674 4.795 -5.725 0.0900
H 0.656 3.074 -5.914 0.0825
C 1.492 -3.365 -5.616 -0.6873
O 2.164 -3.376 -6.635 0.0073
N 2.046 -3.493 -4.373 0.1573
N 0.132 -3.220 -5.633 0.1577
H 1.503 -3.476 -3.530 0.0787
H 3.040 -3.596 -4.319 0.1009
H -0.308 -3.111 -6.525 0.0978
H -0.430 -3.215 -4.800 0.0746
```

=====

Record 3
# C13H38O11

A 6-piece molecular cluster, C13H38O11 overall in a non-equilibrium geometry (wB97M-V/def2-TZVPD, OMol25).

Output
HOMO-LUMO gap ... 10.22 eV
Charge ... 0
Strongest force on any atom ... 0.0693 hartree/bohr
Energy relative to the best compared isomer or geometry (same formula, charge and spin) ... 71.0 kcal/mol
SMILES ... CC(C)O.OCCO.OCCO.OCCO.OCCO.OCCO

XYZ file:
```
62
Properties=species:S:1:pos:R:3:lowdin_charge:R:1
C 2.694 -1.240 1.921 -0.0742
C 2.145 0.185 2.053 -0.5111
C 1.893 0.858 0.682 -0.0537
O 1.035 -0.013 2.842 -0.0447
H 3.720 -1.267 1.554 0.0755
H 2.175 -1.840 1.174 0.0781
H 2.594 -1.634 2.932 0.0841
H 2.964 0.720 2.534 0.1345
H 2.793 0.939 0.072 0.0728
H 1.546 1.888 0.758 0.0685
H 1.168 0.297 0.091 0.0743
H 0.511 -0.777 2.589 0.0959
O -2.156 8.985 1.121 -0.0839
C -1.865 7.606 1.373 -0.2244
C -2.185 7.205 2.890 -0.2156
O -2.552 5.835 3.008 -0.0695
H -2.591 9.038 0.267 0.0773
H -2.470 7.010 0.690 0.1045
H -0.857 7.376 1.028 0.1059
H -2.855 7.918 3.371 0.1172
H -1.229 7.407 3.373 0.1043
H -1.770 5.288 2.902 0.0843
O 0.698 -7.191 -5.371 -0.0834
C 1.294 -7.817 -4.198 -0.2136
C 2.798 -7.493 -3.997 -0.2034
O 3.571 -8.182 -5.015 -0.0957
H 0.977 -7.684 -6.146 0.0693
H 0.789 -7.363 -3.345 0.1171
H 1.157 -8.885 -4.372 0.1151
H 3.083 -8.128 -3.158 0.1049
H 3.060 -6.464 -3.750 0.1216
H 3.092 -8.909 -5.420 0.0681
O -6.063 1.669 1.058 -0.0679
C -6.282 2.107 -0.287 -0.2441
C -5.153 1.741 -1.289 -0.2290
O -4.937 0.333 -1.378 -0.0704
H -5.619 2.349 1.571 0.0813
H -7.258 1.708 -0.566 0.1139
H -6.513 3.169 -0.374 0.1083
H -4.218 2.191 -0.955 0.1105
H -5.462 2.185 -2.235 0.1151
H -4.577 -0.051 -0.575 0.0822
O -4.244 -7.968 2.772 -0.0715
C -4.028 -6.710 3.365 -0.2403
C -3.713 -5.814 2.124 -0.2527
O -3.384 -4.474 2.392 -0.0652
H -5.107 -8.156 3.150 0.0821
H -5.035 -6.468 3.706 0.1170
H -3.271 -6.714 4.149 0.1208
H -4.594 -5.832 1.483 0.1140
H -2.906 -6.212 1.508 0.1199
H -3.775 -4.299 3.251 0.0760
O 8.179 5.285 -2.934 -0.0558
C 7.221 4.506 -2.268 -0.2450
C 6.934 5.118 -0.870 -0.2823
O 6.026 6.154 -1.012 -0.0499
H 7.824 6.008 -3.456 0.0868
H 6.256 4.455 -2.773 0.1194
H 7.567 3.496 -2.048 0.1136
H 7.850 5.336 -0.319 0.1167
H 6.540 4.369 -0.183 0.1121
H 6.515 6.846 -1.463 0.0843
```

=====

> Which formula does entry 3 have?

C13H38O11

=====

What did the second record say?
# C13H37N9O8P2S2Ta

C13H37N9O8P2S2Ta as an isolated structure in a non-equilibrium geometry (wB97M-V/def2-TZVPD, OMol25).

Output
HOMO-LUMO gap ... 6.32 eV
Charge ... -1
Strongest force on any atom ... 0.0335 hartree/bohr
Energy relative to the best compared isomer or geometry (same formula, charge and spin) ... 0.0 kcal/mol

XYZ file:
```
72
Properties=species:S:1:pos:R:3:lowdin_charge:R:1
C 1.661 -3.172 3.717 -0.4042
P -0.072 -3.132 3.120 0.6035
O -0.947 -3.598 4.479 -0.4593
Ta -0.702 -0.706 2.422 1.2085
C -1.096 1.505 2.456 -0.3954
C 0.011 2.524 2.137 -0.3385
C 1.356 2.329 2.836 -0.3268
C 2.263 3.546 2.641 -0.4457
S 2.111 4.792 3.976 0.9646
C 3.750 4.840 4.535 -0.7090
N 4.366 4.045 5.345 0.0587
N 5.670 4.510 5.460 0.0470
C 5.725 5.555 4.713 -0.2242
O 4.583 5.839 4.098 0.0257
C -2.339 -1.275 0.929 -0.4229
C -2.684 -2.760 0.715 -0.3282
C -1.548 -3.502 -0.024 -0.3279
S -1.944 -3.797 -1.701 0.5910
O -1.884 -2.560 -2.445 -0.3188
O -3.090 -4.645 -1.842 -0.2728
O -0.674 -4.666 -2.164 -0.1722
P 0.936 -0.847 0.321 0.4540
N 2.269 -1.729 0.537 -0.4394
H 2.122 -4.155 3.576 0.0117
H 1.687 -2.886 4.772 0.0238
H 2.220 -2.439 3.128 -0.0194
H -0.633 -4.457 4.780 0.0158
H 0.687 -0.334 3.586 -0.1077
H -1.926 -0.924 3.772 -0.1012
H -1.882 1.613 1.692 0.0348
H -1.542 1.771 3.423 0.0320
H 0.172 2.560 1.050 0.0920
H -0.342 3.534 2.408 0.0986
H 1.879 1.444 2.455 0.0713
H 1.201 2.132 3.903 0.0928
H 3.318 3.267 2.589 0.0804
H 2.011 4.065 1.713 0.0740
H 6.571 6.205 4.537 0.1290
H -2.149 -0.817 -0.057 0.0117
H -3.241 -0.772 1.314 0.0351
H -3.619 -2.866 0.146 0.0944
H -2.850 -3.286 1.662 0.0896
H -0.622 -2.926 -0.022 0.0148
H -1.330 -4.479 0.415 0.0943
H 0.063 -4.486 -1.559 0.0877
H 0.226 -1.222 -0.863 -0.0922
H 1.195 0.494 -0.066 -0.0731
H 3.111 -1.202 0.334 -0.0896
C -3.542 0.982 -2.088 -0.6600
O -2.418 1.390 -1.821 -0.0029
N -4.625 1.821 -2.040 0.1512
N -3.796 -0.303 -2.443 0.1753
H -5.560 1.523 -2.239 0.0867
H -4.454 2.772 -1.772 0.1020
H -3.026 -0.953 -2.494 0.0539
H -4.720 -0.634 -2.642 0.0982
C -0.327 3.845 -4.223 -0.6877
O -0.611 4.868 -3.620 0.0085
N -0.683 2.601 -3.813 0.1639
N 0.392 3.892 -5.399 0.1295
H -0.444 1.780 -4.336 0.0936
H -1.195 2.472 -2.952 0.0603
H 0.674 4.795 -5.725 0.0900
H 0.656 3.074 -5.914 0.0825
C 1.492 -3.365 -5.616 -0.6873
O 2.164 -3.376 -6.635 0.0073
N 2.046 -3.493 -4.373 0.1573
N 0.132 -3.220 -5.633 0.1577
H 1.503 -3.476 -3.530 0.0787
H 3.040 -3.596 -4.319 0.1009
H -0.308 -3.111 -6.525 0.0978
H -0.430 -3.215 -4.800 0.0746
```